(1)
C28H27Ge2N3OPb | ωB97M-V with the def2-TZVPD basis set

Its net charge is +3. As for the expectation value of S²: 0.754. As for the spin multiplicity: 2. The energy above the lowest of the compared OMol25 structures with the same formula, charge and spin is 2.689 eV.

Cartesian coordinates (Å):
Pb: 0.2595 -1.1503 0.1739
C: 0.6901 -2.0916 4.7022
C: 0.1797 -1.8883 3.4207
N: 0.9567 -1.7174 2.3623
C: 2.3052 -1.7905 2.5009
C: 2.9010 -1.9518 3.7641
C: 2.0517 -2.0906 4.8789
C: 4.3253 -2.0168 3.8769
C: 5.1049 -2.0207 2.7738
C: 4.5227 -1.9607 1.4687
C: 5.2899 -2.1078 0.2968
C: 4.6684 -2.1146 -0.9275
C: 3.2903 -1.9097 -0.9820
N: 2.5526 -1.7309 0.1031
C: 3.1337 -1.7962 1.3284
H: 0.0134 -2.2438 5.5306
H: -0.8904 -1.8651 3.2513
H: 2.4854 -2.2182 5.8628
H: 4.7588 -2.0875 4.8661
H: 6.1819 -2.0941 2.8525
H: 6.3618 -2.2373 0.3776
H: 5.2229 -2.2731 -1.8412
H: 2.7729 -1.8925 -1.9340
O: -1.0506 -5.3020 -0.6756
C: -0.7940 -4.1801 -0.5138
N: -0.5545 -3.0054 -0.3633
C: -4.4709 -1.2648 -0.9506
Ge: -3.8346 -0.3486 -2.5499
C: -2.6547 -1.3490 -3.7387
C: -4.8453 1.1704 -3.2517
Ge: -1.7245 1.6578 -1.2239
C: -0.1326 2.2122 -2.2563
C: -0.2705 2.4228 -3.6301
C: 0.7977 2.9238 -4.3548
C: 2.0056 3.1764 -3.7159
C: 2.1494 2.9305 -2.3533
C: 1.0895 2.4355 -1.6147
C: -2.0135 2.3010 0.6229
C: -3.3203 2.5723 1.0353
C: -3.5393 3.1348 2.2817
C: -2.4628 3.3896 3.1216
C: -1.1648 3.0844 2.7209
C: -0.9298 2.5263 1.4767
H: -5.3995 -1.7585 -1.2598
H: -4.7105 -0.5800 -0.1389
H: -3.7696 -2.0278 -0.6185
H: -3.3284 -1.8694 -4.4292
H: -2.0751 -2.0936 -3.1964
H: -2.0036 -0.7048 -4.3270
H: -5.6961 0.7463 -3.7956
H: -4.2568 1.7624 -3.9509
H: -5.2332 1.8015 -2.4537
H: -1.2077 2.2275 -4.1381
H: 0.6948 3.1143 -5.4143
H: 2.8416 3.5655 -4.2820
H: 3.0887 3.1370 -1.8575
H: 1.2222 2.2649 -0.5557
H: -4.1670 2.3763 0.3880
H: -4.5449 3.3713 2.6015
H: -2.6330 3.8275 4.0963
H: -0.3278 3.2923 3.3741
H: 0.0878 2.3085 1.1841

***

(2)
C28H27Ge2N3OPb | ωB97M-V with the def2-TZVPD basis set

Its net charge is +3. As for the expectation value of S²: 0.752. As for the spin multiplicity: 2. The energy above the lowest of the compared OMol25 structures with the same formula, charge and spin is 0.620 eV.

Cartesian coordinates (Å):
Pb: 0.8233 1.3669 -0.4181
C: -2.6759 3.6108 1.5307
C: -1.8928 2.8490 0.6636
N: -0.7214 2.3352 1.0288
C: -0.2572 2.5584 2.2893
C: -0.9803 3.3127 3.2182
C: -2.2186 3.8452 2.8046
C: -0.4574 3.5021 4.5411
C: 0.7077 2.9293 4.9124
C: 1.4598 2.1334 3.9858
C: 2.6548 1.4762 4.3372
C: 3.3186 0.7131 3.4068
C: 2.8069 0.6346 2.1126
N: 1.6920 1.2581 1.7494
C: 0.9998 1.9775 2.6730
H: -3.6232 4.0003 1.1880
H: -2.2284 2.6513 -0.3468
H: -2.8021 4.4371 3.4987
H: -1.0216 4.1094 5.2359
H: 1.0949 3.0606 5.9136
H: 3.0385 1.5721 5.3450
H: 4.2279 0.1863 3.6558
H: 3.3196 0.0591 1.3518
O: -1.1031 -1.4374 1.6507
C: -0.3682 -1.2767 0.7788
N: 0.4203 -1.0551 -0.1389
C: 2.2537 -0.6726 -4.0552
Ge: 3.2540 -1.8033 -2.8407
C: 4.4768 -0.8403 -1.6800
C: 3.8274 -3.5443 -3.4574
Ge: 1.2365 -2.6394 -1.0699
C: -0.1932 -3.2815 -2.1942
C: -0.0176 -3.6383 -3.5298
C: -1.0604 -4.2239 -4.2303
C: -2.2747 -4.4515 -3.5995
C: -2.4551 -4.0959 -2.2703
C: -1.4261 -3.4924 -1.5654
C: 2.0658 -3.6190 0.3753
C: 3.4299 -3.9014 0.4153
C: 3.9444 -4.6852 1.4376
C: 3.0982 -5.1878 2.4151
C: 1.7379 -4.9157 2.3751
C: 1.2133 -4.1300 1.3599
H: 2.9268 -0.4721 -4.8953
H: 1.9950 0.2839 -3.6041
H: 1.3597 -1.1520 -4.4461
H: 5.3196 -0.5566 -2.3192
H: 4.8659 -1.4452 -0.8651
H: 4.0434 0.0804 -1.2917
H: 4.6479 -3.3310 -4.1520
H: 3.0542 -4.0796 -4.0008
H: 4.2152 -4.1670 -2.6544
H: 0.9263 -3.4807 -4.0319
H: -0.9256 -4.5086 -5.2646
H: -3.0887 -4.9074 -4.1472
H: -3.3993 -4.2881 -1.7796
H: -1.5987 -3.2248 -0.5285
H: 4.0990 -3.5342 -0.3516
H: 5.0005 -4.9161 1.4641
H: 3.4979 -5.8057 3.2076
H: 1.0786 -5.3281 3.1263
H: 0.1427 -3.9579 1.3378

***

(3)
C28H27InN4S2SbSe4 | ωB97M-V with the def2-TZVPD basis set

Its net charge is -2. As for the expectation value of S²: 0.756. As for the spin multiplicity: 2. The energy above the lowest of the compared OMol25 structures with the same formula, charge and spin is 0.034 eV.

Cartesian coordinates (Å):
In: 2.0913 0.0289 0.0096
C: -2.3619 1.8215 0.9865
C: -3.0715 0.6816 1.6502
C: -3.6287 0.8239 2.9158
C: -4.3073 -0.2104 3.5430
C: -4.4468 -1.4281 2.8956
C: -3.8833 -1.6023 1.6431
C: -3.1882 -0.5662 1.0295
N: -2.6188 -0.7640 -0.2509
C: -1.2178 -0.6806 -0.4407
N: -0.9066 -0.3266 -1.7242
C: 0.2140 -0.7906 -2.4724
C: 1.4956 -0.8044 -1.9270
C: 2.5126 -1.3250 -2.7269
C: 2.2788 -1.7745 -4.0164
C: 0.9970 -1.7058 -4.5430
C: -0.0556 -1.2195 -3.7804
C: -1.4448 -1.1627 -4.3571
N: -0.3302 -0.9135 0.4447
C: -0.6162 -1.7429 1.5512
C: -0.5652 -1.2574 2.8501
C: -0.7884 -2.1106 3.9192
C: -1.0602 -3.4507 3.6957
C: -1.0620 -3.9423 2.3958
C: -0.8246 -3.1097 1.3104
C: -0.7146 -3.6664 -0.0839
H: -2.6293 2.7655 1.4611
H: -2.6094 1.8848 -0.0753
H: -1.2769 1.7158 1.0518
H: -3.5209 1.7776 3.4195
H: -4.7164 -0.0669 4.5351
H: -4.9578 -2.2527 3.3767
H: -3.9230 -2.5695 1.1542
H: -3.0356 -1.5173 -0.7801
H: -1.6878 0.0387 -2.2424
H: 3.5292 -1.3362 -2.3455
H: 3.0938 -2.1555 -4.6211
H: 0.8044 -2.0381 -5.5583
H: -1.4540 -1.5844 -5.3626
H: -1.8154 -0.1352 -4.4324
H: -2.1591 -1.7247 -3.7482
H: -0.3092 -0.2178 3.0167
H: -0.7013 -1.7223 4.9250
H: -1.2257 -4.1227 4.5296
H: -1.2157 -5.0025 2.2194
H: -0.7019 -4.7569 -0.0585
H: 0.1994 -3.3142 -0.5680
H: -1.5476 -3.3637 -0.7286
Se: 1.4239 1.7809 1.8621
Sb: 3.1492 0.4596 3.2444
Se: 3.0794 -1.6003 1.7388
Se: 5.2907 1.5723 3.1167
Se: 2.2200 -0.0259 5.4232
S: 0.5491 2.8667 -1.9349
C: 1.8458 3.9099 -1.6505
N: 2.5785 3.7828 -0.5075
C: 3.6774 4.4879 -0.2007
C: 4.1134 5.4791 -1.0318
C: 3.3868 5.6987 -2.2157
C: 2.2934 4.9372 -2.5223
H: 2.2992 3.0376 0.1459
H: 4.1669 4.1969 0.7213
H: 5.0006 6.0442 -0.7906
H: 3.7108 6.4700 -2.9052
H: 1.7394 5.0767 -3.4393
S: 5.0227 1.6056 -1.8030
C: 3.8166 1.1170 -0.9365

***

(4)
C28H27N3O10STl | ωB97M-V with the def2-TZVPD basis set

Its net charge is -1.

Cartesian coordinates (Å):
Tl: -0.6469 0.6538 0.0760
O: -4.7858 0.9004 1.0204
C: -3.6626 0.4344 1.0184
O: -2.8258 0.5477 0.0273
C: -3.2296 -0.4322 2.2044
C: -2.4077 -1.6679 1.8005
C: -2.4750 -2.7253 2.9026
C: -1.6087 -2.0685 4.0055
C: -1.1487 -0.7846 3.3037
O: -1.0377 -1.2036 1.9271
C: -2.2906 0.2420 3.2590
C: -1.7434 1.6518 2.9891
O: -1.9551 2.5101 3.8326
O: -0.9745 1.8221 1.9611
H: -4.1560 -0.7350 2.6890
H: -2.5704 -2.0248 0.7914
H: -2.0328 -3.6591 2.5562
H: -3.4997 -2.9217 3.2161
H: -0.7553 -2.6924 4.2701
H: -2.1654 -1.8431 4.9151
H: -0.1956 -0.4000 3.6610
H: -2.7873 0.3168 4.2233
N: 1.0141 0.5400 -1.7333
N: 0.7723 1.5748 -2.6512
C: -0.3370 2.4406 -2.4365
O: -0.6011 3.2096 -3.3488
O: -0.8809 2.3887 -1.2783
H: 1.9772 0.5877 -1.4213
H: 0.8406 -0.4030 -2.1124
H: 0.8868 1.3339 -3.6245
N: 1.3458 0.4936 1.3938
S: 2.7300 1.2582 1.5711
C: 2.6183 2.9927 1.1617
C: 3.1829 3.8815 2.0657
C: 3.0396 5.2449 1.8462
C: 2.3170 5.6970 0.7507
C: 1.7416 4.7968 -0.1387
C: 1.8980 3.4363 0.0629
C: 3.6927 0.6272 0.2089
C: 4.6530 1.4108 -0.4167
C: 5.3992 0.8617 -1.4491
C: 5.1780 -0.4485 -1.8515
C: 4.2160 -1.2215 -1.2156
C: 3.4713 -0.6899 -0.1729
H: 0.8719 0.5522 2.2905
H: 3.7146 3.5110 2.9338
H: 3.4697 5.9510 2.5445
H: 2.1833 6.7606 0.5992
H: 1.1533 5.1406 -0.9798
H: 1.4410 2.7397 -0.6230
H: 4.7984 2.4410 -0.1199
H: 6.1397 1.4682 -1.9540
H: 5.7460 -0.8627 -2.6744
H: 4.0212 -2.2333 -1.5455
H: 2.6877 -1.2612 0.3078
O: -3.6839 -1.7356 -1.6842
C: -3.1718 -2.7506 -2.3951
C: -4.0941 -3.6204 -2.9886
C: -3.6670 -4.6822 -3.7581
C: -2.3066 -4.9034 -3.9683
C: -1.3954 -4.0398 -3.3914
C: -1.8003 -2.9688 -2.5956
C: -0.7482 -2.1013 -1.9668
O: 0.4181 -2.1541 -2.3848
O: -1.1649 -1.3598 -1.0077
H: -2.9664 -1.1554 -1.3518
H: -5.1463 -3.4228 -2.8279
H: -4.4001 -5.3418 -4.2078
H: -1.9699 -5.7344 -4.5746
H: -0.3310 -4.1706 -3.5366

***

(5)
C28H27N4PtS | ωB97M-V with the def2-TZVPD basis set

Its net charge is -1. As for the expectation value of S²: 2.068. As for the spin multiplicity: 3.

Cartesian coordinates (Å):
Pt: 0.4229 1.2302 0.3703
C: 0.3421 -3.8500 -2.7856
C: -1.1233 -3.7437 -3.2117
C: -1.1472 -3.6140 -4.7419
C: -1.8221 -5.0544 -2.8198
C: -1.8472 -2.5569 -2.5819
C: -3.1851 -2.3516 -2.9375
C: -3.9354 -1.3104 -2.4051
C: -3.3250 -0.4440 -1.5308
S: -4.0121 0.9587 -0.7418
C: -2.4218 1.2904 -0.0414
N: -1.4888 0.3705 -0.3493
C: -1.9618 -0.5895 -1.1707
C: -1.2445 -1.6807 -1.6939
C: -2.1627 2.3702 0.8197
C: -3.1364 3.3107 1.2089
C: -2.8522 4.2365 2.1859
C: -1.6055 4.2400 2.8008
C: -0.6127 3.3504 2.3822
C: -0.8484 2.4430 1.3690
H: 0.7975 -4.7020 -3.2911
H: 0.4300 -4.0037 -1.7129
H: 0.8933 -2.9541 -3.0608
H: -0.6207 -4.4537 -5.1945
H: -0.6595 -2.6927 -5.0495
H: -2.1629 -3.6070 -5.1267
H: -1.3038 -5.8981 -3.2746
H: -2.8556 -5.0705 -3.1554
H: -1.8112 -5.1847 -1.7402
H: -3.6725 -3.0065 -3.6440
H: -4.9742 -1.1812 -2.6786
H: -0.2165 -1.7888 -1.3804
H: -4.1083 3.2723 0.7343
H: -3.6029 4.9574 2.4908
H: -1.3871 4.9385 3.5985
H: 0.3450 3.3693 2.8912
N: 2.0371 2.0544 -0.0793
C: 2.6126 3.2348 -0.1349
C: 2.2898 4.3359 0.7124
C: 3.0171 5.4985 0.6899
C: 4.0808 5.6563 -0.1942
C: 4.3825 4.6257 -1.0798
C: 3.6796 3.4462 -1.0586
H: 1.4524 4.2236 1.3810
H: 2.7607 6.2993 1.3768
H: 4.6616 6.5688 -0.1877
H: 5.1899 4.7556 -1.7921
H: 3.9184 2.6398 -1.7394
N: 2.4561 -3.1821 5.1132
C: 1.9926 -2.2964 4.1548
C: 2.8654 -1.4786 3.4262
C: 2.3624 -0.6676 2.4324
N: 1.0692 -0.6172 2.1029
C: 0.2331 -1.3771 2.8107
C: 0.6346 -2.2176 3.8266
H: 3.3637 -2.9834 5.5033
H: 1.7792 -3.5043 5.7870
H: 3.9235 -1.4831 3.6455
H: 3.0153 -0.0184 1.8635
H: -0.8117 -1.3019 2.5421
H: -0.0892 -2.8112 4.3664

***

(6)
C28H27NO3 | ωB97M-V with the def2-TZVPD basis set

Its net charge is 0. The energy above the lowest of the compared OMol25 structures with the same formula, charge and spin is 0.538 eV.

Cartesian coordinates (Å):
C: 0.2151 -1.1931 2.9453
C: -0.1237 -1.9938 1.7650
N: -0.4316 -3.3125 1.8591
C: -0.6036 -4.0395 3.1014
C: -0.5585 -3.8827 0.5895
C: -0.2842 -2.8710 -0.3587
C: -0.1634 -3.2413 -1.6944
C: -0.3247 -4.5840 -2.0534
C: -0.5941 -5.5663 -1.0866
C: -0.7137 -5.2208 0.2655
C: 0.0417 -1.6555 0.3809
C: 0.6918 -0.5282 -0.1258
C: 1.7912 -0.6647 -1.0562
C: 2.4492 -1.9137 -1.2331
C: 3.4051 -2.1070 -2.2280
C: 3.8074 -1.0423 -3.0447
C: 3.2478 0.2285 -2.8231
C: 2.3407 0.4216 -1.7900
H: 0.5512 -0.1987 2.6231
H: -0.6656 -1.0780 3.5977
H: 1.0116 -1.6626 3.5499
H: -0.9314 -5.0498 2.8563
H: 0.3310 -4.0894 3.6734
H: -1.3644 -3.5589 3.7252
H: 0.0647 -2.4826 -2.4408
H: -0.2501 -4.8857 -3.1011
H: -0.7027 -6.6075 -1.3783
H: -0.9258 -5.9426 1.0531
H: 0.5215 0.4081 0.3427
H: 2.2131 -2.7435 -0.5662
H: 3.8466 -3.1005 -2.3442
H: 4.5400 -1.2040 -3.8350
H: 3.5451 1.0791 -3.4484
H: 1.9988 1.4361 -1.5770
C: -1.4248 3.0081 4.9315
C: -0.6740 2.2230 3.8849
O: -1.1445 2.5158 2.5424
C: -0.3363 2.0941 1.5143
C: -1.0933 1.9652 0.2878
C: -0.7475 2.0651 -1.0980
C: -1.0924 3.3306 -1.9045
C: -1.7923 4.4637 -1.4513
C: -2.0887 5.5282 -2.3268
C: -1.6963 5.4900 -3.6708
C: -0.9760 4.3803 -4.1276
C: -0.6727 3.3330 -3.2555
O: -0.3048 1.1260 -1.8035
O: 0.8613 1.8437 1.7197
H: -1.1746 2.5892 5.9093
H: -1.1102 4.0531 4.9492
H: -2.5086 2.9550 4.8168
H: 0.3974 2.4372 3.9623
H: -0.8363 1.1500 4.0520
H: -2.1270 2.2734 0.4447
H: -2.1042 4.5130 -0.4046
H: -2.6336 6.3981 -1.9560
H: -1.9392 6.3099 -4.3479
H: -0.6497 4.3176 -5.1672
H: -0.1076 2.4834 -3.6442

***

(7)
C28H28Cl2IrN6O2S5 | ωB97M-V with the def2-TZVPD basis set

Its net charge is +2. As for the expectation value of S²: 0.802. As for the spin multiplicity: 2. The energy above the lowest of the compared OMol25 structures with the same formula, charge and spin is 3.806 eV.

Cartesian coordinates (Å):
Ir: 0.4164 0.2041 -1.1726
S: 7.0019 3.2408 -1.1302
C: 8.0816 2.3608 -2.0985
C: 7.4812 1.3013 -2.7171
C: 6.1128 1.2043 -2.4087
C: 5.6819 2.1843 -1.5432
C: 4.3811 2.3493 -0.9249
C: 3.2644 1.6234 -1.3898
N: 2.0854 1.6596 -0.8033
C: 1.8976 2.4457 0.2743
C: 2.9269 3.2471 0.7903
C: 2.6662 4.0639 1.9400
C: 1.4529 4.0556 2.5350
C: 0.3897 3.2433 2.0213
C: -0.8777 3.1773 2.6102
C: -1.8682 2.3665 2.0664
C: -1.5296 1.6369 0.9078
N: -0.3377 1.6780 0.3592
C: 0.6249 2.4540 0.8859
C: -3.1975 2.2647 2.6424
C: -4.2551 1.4821 2.2372
C: -5.4055 1.6555 3.0319
C: -5.2186 2.5642 4.0327
S: -3.6501 3.2185 4.0244
C: 4.1785 3.1805 0.1715
H: 9.1154 2.6586 -2.1640
H: 8.0116 0.6169 -3.3606
H: 5.4765 0.4208 -2.7947
H: 3.3531 1.0090 -2.2739
H: 3.4706 4.6765 2.3244
H: 1.2529 4.6604 3.4093
H: -1.0775 3.7637 3.4978
H: -2.2590 1.0076 0.4135
H: -4.2130 0.8163 1.3853
H: -6.3417 1.1437 2.8696
H: -5.9308 2.8806 4.7773
H: 4.9963 3.7681 0.5680
N: -0.1881 -1.7454 -2.3936
C: -1.0874 -2.5006 -1.5106
C: -1.6341 -3.7623 -2.1899
C: -2.5809 -4.7024 -1.4120
C: -2.0139 -5.3726 -0.1382
N: -1.8334 -4.5393 1.0531
C: -2.8037 -3.9662 1.7558
N: -2.4776 -3.0918 2.7143
N: -4.0670 -4.3568 1.6295
C: -2.1244 -1.4686 -0.9869
O: -3.1354 -1.8432 -0.4192
O: -1.7779 -0.2434 -1.1612
H: -0.6887 -1.4248 -3.2201
H: 0.5877 -2.3252 -2.7009
H: -0.5024 -2.7784 -0.6358
H: -0.7752 -4.3623 -2.5075
H: -2.1605 -3.4387 -3.0924
H: -2.8209 -5.5207 -2.0931
H: -3.5023 -4.1721 -1.1840
H: -1.0348 -5.7931 -0.3644
H: -2.6631 -6.2073 0.1369
H: -0.8905 -4.2914 1.3101
H: -1.5525 -2.6992 2.7449
H: -3.1984 -2.6080 3.2219
H: -4.3282 -5.0005 0.9035
H: -4.8069 -3.8107 2.0352
S: 2.8092 -3.3887 0.8114
C: 2.1255 -2.0386 0.1703
S: 0.8360 -1.2127 0.9452
S: 2.6219 -1.4081 -1.3225
Cl: 0.1404 3.8673 -2.3227
C: -0.6259 2.7989 -3.4985
Cl: 0.2435 1.2503 -3.6422
H: -0.6128 3.2812 -4.4698
H: -1.6352 2.5914 -3.1610

***

no.,energy (a.u.)
1,-5668.382637
2,-5668.458646
3,-12134.845292
4,-2570.638661
5,-1819.692550
6,-1363.541974
7,-4578.011448